Computed, not measured: a cluster of 12 separate species, C36H93N21O12 in total in a non-equilibrium geometry, with the ωB97M-V functional and the def2-TZVPD basis.

Summary:
* HOMO-LUMO gap: 7.760 eV
* HOMO energy: -7.7 eV
* M: 1012.28 Da
* largest force on an atom: 14.564 eV/A
* energy above the lowest of the compared OMol25 structures with the same formula, charge and spin: 275.7 kcal per mole
* SMILES: CC1(C)CCCC(C)(C)N1O.CC1(C)CCCC(C)(C)N1O.CC1(C)CCCC(C)(C)N1O.NC(N)=O.NC(N)=O.NC(N)=O.NC(N)=O.NC(N)=O.NC(N)=O.NC(N)=O.NC(N)=O.NC(N)=O

Last columns: bonded neighbours and bond lengths (Å).
Element x y z (Å)
1 C 3.201 7.560 -1.121  C2 1.569, H12 1.090, H13 1.090, H14 1.090
2 C 4.397 6.548 -1.186  C1 1.569, C3 1.492, C4 1.537, N10 1.506
3 C 5.617 7.139 -0.564  C2 1.492, H15 1.090, H16 1.090, H17 1.090
4 C 3.985 5.285 -0.412  C2 1.537, C5 1.456, H18 1.090, H19 1.090
5 C 3.033 4.372 -1.028  C4 1.456, C6 1.597, H20 1.090, H21 1.090
6 C 3.687 3.885 -2.401  C5 1.597, C7 1.533, H22 1.090, H23 1.090
7 C 3.939 5.086 -3.319  C6 1.533, C8 1.543, C9 1.615, N10 1.444
8 C 4.947 4.623 -4.392  C7 1.543, H24 1.090, H25 1.090, H26 1.090
9 C 2.586 5.601 -4.035  C7 1.615, H27 1.090, H28 1.090, H29 1.090
10 N 4.679 6.091 -2.593  C2 1.506, C7 1.444, O11 1.336
11 O 5.175 7.086 -3.333  N10 1.336, H30 0.960
12 H 3.485 8.454 -0.565  C1 1.090
13 H 3.048 7.871 -2.154  C1 1.090
14 H 2.217 7.143 -0.903  C1 1.090
15 H 6.476 6.490 -0.390  C3 1.090
16 H 5.841 8.047 -1.124  C3 1.090
17 H 5.303 7.331 0.462  C3 1.090
18 H 4.910 4.721 -0.285  C4 1.090
19 H 3.791 5.639 0.601  C4 1.090
20 H 2.836 3.482 -0.431  C5 1.090
21 H 2.072 4.882 -1.100  C5 1.090
22 H 2.904 3.260 -2.830  C6 1.090
23 H 4.485 3.149 -2.301  C6 1.090
24 H 4.695 3.660 -4.836  C8 1.090
25 H 5.924 4.410 -3.960  C8 1.090
26 H 4.992 5.290 -5.252  C8 1.090
27 H 1.910 4.750 -4.124  C9 1.090
28 H 2.962 6.015 -4.970  C9 1.090
29 H 2.256 6.339 -3.304  C9 1.090
30 H 6.110 6.902 -3.453  O11 0.960
31 C -7.034 3.790 -1.213  C32 1.528, H42 1.090, H43 1.090, H44 1.090
32 C -5.947 4.579 -0.485  C31 1.528, C33 1.573, C34 1.535, N40 1.471
33 C -4.665 3.668 -0.469  C32 1.573, H45 1.090, H46 1.090, H47 1.090
34 C -5.602 5.878 -1.227  C32 1.535, C35 1.537, H48 1.090, H49 1.090
35 C -6.693 6.954 -1.106  C34 1.537, C36 1.540, H50 1.090, H51 1.090
36 C -6.665 7.344 0.384  C35 1.540, C37 1.537, H52 1.090, H53 1.090
37 C -6.948 6.158 1.319  C36 1.537, C38 1.556, C39 1.586, N40 1.503
38 C -6.525 6.528 2.770  C37 1.556, H54 1.090, H55 1.090, H56 1.090
39 C -8.476 5.731 1.291  C37 1.586, H57 1.090, H58 1.090, H59 1.090
40 N -6.174 4.931 0.925  C32 1.471, C37 1.503, O41 1.397
41 O -6.417 3.838 1.760  N40 1.397, H60 0.960
42 H -6.656 3.470 -2.184  C31 1.090
43 H -7.292 2.877 -0.676  C31 1.090
44 H -8.019 4.258 -1.196  C31 1.090
45 H -3.955 4.060 0.259  C33 1.090
46 H -4.857 2.603 -0.339  C33 1.090
47 H -4.013 3.583 -1.339  C33 1.090
48 H -4.685 6.419 -0.993  C34 1.090
49 H -5.466 5.688 -2.291  C34 1.090
50 H -6.365 7.861 -1.614  C35 1.090
51 H -7.666 6.657 -1.497  C35 1.090
52 H -7.448 8.096 0.478  C36 1.090
53 H -5.672 7.720 0.633  C36 1.090
54 H -6.820 7.511 3.136  C38 1.090
55 H -5.444 6.588 2.896  C38 1.090
56 H -6.965 5.874 3.523  C38 1.090
57 H -9.171 6.570 1.308  C39 1.090
58 H -8.750 5.082 2.123  C39 1.090
59 H -8.650 5.040 0.466  C39 1.090
60 H -5.547 3.714 2.146  O41 0.960
61 C -2.364 -0.321 6.299  C62 1.554, H72 1.090, H73 1.090, H74 1.090
62 C -2.190 0.223 7.745  C61 1.554, C63 1.539, C64 1.574, N70 1.534
63 C -0.876 1.001 7.941  C62 1.539, H75 1.090, H76 1.090, H77 1.090
64 C -3.220 1.409 7.846  C62 1.574, C65 1.609, H78 1.090, H79 1.090
65 C -4.719 0.871 8.078  C64 1.609, C66 1.538, H80 1.090, H81 1.090
66 C -4.723 0.013 9.355  C65 1.538, C67 1.536, H82 1.090, H83 1.090
67 C -3.791 -1.205 9.427  C66 1.536, C68 1.618, C69 1.538, N70 1.560
68 C -3.639 -1.677 10.967  C67 1.618, H84 1.090, H85 1.090, H86 1.090
69 C -4.359 -2.268 8.472  C67 1.538, H87 1.090, H88 1.090, H89 1.090
70 N -2.389 -0.751 8.913  C62 1.534, C67 1.560, O71 1.387
71 O -1.490 -1.802 8.804  N70 1.387, H90 0.960
72 H -1.623 -1.101 6.127  C61 1.090
73 H -3.310 -0.818 6.087  C61 1.090
74 H -2.196 0.422 5.519  C61 1.090
75 H -0.589 0.966 8.992  C63 1.090
76 H -0.045 0.675 7.316  C63 1.090
77 H -0.950 2.068 7.735  C63 1.090
78 H -2.848 1.874 8.758  C64 1.090
79 H -3.181 2.238 7.140  C64 1.090
80 H -5.308 1.787 8.033  C65 1.090
81 H -4.957 0.384 7.132  C65 1.090
82 H -5.704 -0.214 9.773  C66 1.090
83 H -4.332 0.686 10.119  C66 1.090
84 H -2.712 -2.216 11.165  C68 1.090
85 H -4.506 -2.320 11.114  C68 1.090
86 H -3.500 -0.771 11.557  C68 1.090
87 H -3.474 -2.787 8.103  C69 1.090
88 H -4.973 -1.732 7.749  C69 1.090
89 H -4.977 -3.011 8.977  C69 1.090
90 H -1.171 -1.723 9.706  O71 0.960
91 N 1.267 -2.135 -1.445  C92 1.342, H95 1.010, H96 1.010
92 C 0.977 -2.614 -2.665  N91 1.342, N93 1.274, O94 1.142
93 N 1.862 -3.428 -3.084  C92 1.274, H97 1.010, H98 1.010
94 O 0.018 -2.345 -3.222  C92 1.142
95 H 2.131 -2.337 -0.962  N91 1.010
96 H 0.727 -1.375 -1.057  N91 1.010
97 H 2.533 -3.636 -2.358  N93 1.010
98 H 1.580 -3.980 -3.881  N93 1.010
99 N -6.969 -2.606 -3.537  C100 1.183, H103 1.010, H104 1.010
100 C -6.815 -2.602 -4.710  N99 1.183, N101 1.329, O102 1.203
101 N -5.627 -2.138 -5.083  C100 1.329, H105 1.010, H106 1.010
102 O -7.644 -2.907 -5.528  C100 1.203
103 H -6.161 -2.420 -2.959  N99 1.010
104 H -7.834 -2.864 -3.084  N99 1.010
105 H -5.658 -2.087 -6.091  N101 1.010
106 H -4.754 -2.252 -4.589  N101 1.010
107 N -0.523 -8.131 -8.147  C108 1.270, H111 1.010, H112 1.010
108 C -0.649 -7.008 -8.726  N107 1.270, N109 1.268, O110 1.216
109 N -1.204 -6.213 -7.908  C108 1.268, H113 1.010, H114 1.010
110 O -0.310 -6.817 -9.878  C108 1.216
111 H -0.608 -8.337 -7.162  N107 1.010
112 H 0.023 -8.734 -8.746  N107 1.010
113 H -1.753 -5.495 -8.357  N109 1.010
114 H -1.396 -6.480 -6.953  N109 1.010
115 N 9.079 -1.060 -6.853  C116 1.331, H119 1.010, H120 1.010
116 C 8.986 -0.868 -5.539  N115 1.331, N117 1.323, O118 1.250
117 N 7.989 -1.459 -4.901  C116 1.323, H121 1.010, H122 1.010
118 O 9.874 -0.224 -4.940  C116 1.250
119 H 9.629 -0.560 -7.537  N115 1.010
120 H 8.323 -1.602 -7.246  N115 1.010
121 H 7.801 -1.190 -3.945  N117 1.010
122 H 7.369 -2.032 -5.454  N117 1.010
123 N 7.323 -1.837 3.695  C124 1.285, H127 1.010, H128 1.010
124 C 7.311 -1.754 2.413  N123 1.285, N125 1.335, O126 1.277
125 N 8.514 -1.701 1.836  C124 1.335, H129 1.010, H130 1.010
126 O 6.288 -1.897 1.660  C124 1.277
127 H 6.535 -1.763 4.321  N123 1.010
128 H 8.179 -2.166 4.119  N123 1.010
129 H 9.326 -1.772 2.432  N125 1.010
130 H 8.528 -1.780 0.829  N125 1.010
131 N -3.622 -7.097 -0.583  C132 1.370, H135 1.010, H136 1.010
132 C -3.758 -7.658 -1.825  N131 1.370, N133 1.256, O134 1.232
133 N -4.888 -8.187 -1.970  C132 1.256, H137 1.010, H138 1.010
134 O -2.878 -7.610 -2.686  C132 1.232
135 H -4.440 -6.912 -0.019  N131 1.010
136 H -2.708 -6.855 -0.229  N131 1.010
137 H -5.033 -8.586 -2.886  N133 1.010
138 H -5.552 -8.298 -1.217  N133 1.010
139 N 2.952 -5.292 5.627  C140 1.304, H143 1.010, H144 1.010
140 C 3.767 -6.111 6.232  N139 1.304, N141 1.192, O142 1.237
141 N 4.522 -6.584 5.440  C140 1.192, H145 1.010, H146 1.010
142 O 3.863 -6.370 7.438  C140 1.237
143 H 3.184 -5.126 4.658  N139 1.010
144 H 2.347 -4.762 6.238  N139 1.010
145 H 4.371 -6.210 4.514  N141 1.010
146 H 5.165 -7.286 5.777  N141 1.010
147 N 3.735 -3.174 -9.670  C148 1.307, H151 1.010, H152 1.010
148 C 4.709 -4.038 -9.788  N147 1.307, N149 1.305, O150 1.152
149 N 4.952 -4.639 -10.920  C148 1.305, H153 1.010, H154 1.010
150 O 5.385 -4.317 -8.898  C148 1.152
151 H 3.115 -2.923 -10.426  N147 1.010
152 H 3.351 -3.028 -8.748  N147 1.010
153 H 4.441 -4.508 -11.781  N149 1.010
154 H 5.786 -5.208 -10.901  N149 1.010
155 N 5.878 -8.392 -1.519  C156 1.295, H159 1.010, H160 1.010
156 C 5.838 -7.387 -0.703  N155 1.295, N157 1.307, O158 1.223
157 N 6.991 -6.888 -0.345  C156 1.307, H161 1.010, H162 1.010
158 O 4.817 -6.891 -0.247  C156 1.223
159 H 6.756 -8.886 -1.591  N155 1.010
160 H 5.031 -8.859 -1.810  N155 1.010
161 H 7.029 -6.170 0.365  N157 1.010
162 H 7.871 -7.214 -0.719  N157 1.010